Model w:
{"formula": "C2H4FNO", "method": "wB97M-V/def2-TZVPD", "symbols": ["C", "H", "C", "O", "F", "H", "H", "H", "N"], "positions_angstrom": [[3.24, -2.54, -0.05], [-0.90, -0.76, 0.36], [-0.12, 0.06, 0.01], [1.95, -2.54, 1.86], [3.71, -1.74, -0.95], [-0.37, 0.36, -0.94], [0.87, -0.27, -0.12], [-0.10, 0.89, 0.57], [2.53, -2.29, 0.86]], "charge": 0, "smiles": "[O-][N+]#CF.C", "orbital_gap_ha": 0.339, "homo_ev": -10.260}

Model x:
{"formula": "C2H4FNO", "method": "wB97M-V/def2-TZVPD", "symbols": ["F", "O", "C", "H", "N", "H", "C", "H", "H"], "positions_angstrom": [[-1.62, -0.81, -0.23], [2.29, -0.07, -0.19], [0.01, 0.76, 0.10], [2.53, -1.17, 0.10], [0.78, -0.26, 0.39], [-1.99, 0.66, 1.12], [-1.43, 0.41, 0.08], [-1.69, 1.32, -0.66], [0.50, 1.78, -0.80]], "charge": 0, "orbital_gap_ha": 0.398, "homo_ev": -10.295}

Model y:
{"formula": "C2H4FNO", "method": "wB97M-V/def2-TZVPD", "symbols": ["H", "F", "C", "O", "H", "C", "H", "N", "H"], "positions_angstrom": [[1.14, -0.86, -0.81], [-0.33, -3.13, 0.16], [0.72, -0.24, 0.02], [-0.28, -2.01, 1.47], [-1.53, -0.10, -0.45], [-0.74, 0.11, 0.29], [-0.80, 1.18, 0.64], [-0.03, -0.87, 1.00], [1.31, 0.66, 0.39]], "charge": 0, "orbital_gap_ha": [0.347, 0.339], "homo_ev": [-10.265, -9.874]}

Most favorable structure: model w. The second most favorable one is 0.677 eV above it.

Model w:
{"formula": "C4H12NS2", "method": "wB97M-V/def2-TZVPD", "symbols": ["H", "H", "C", "H", "H", "S", "H", "H", "H", "H", "C", "H", "H", "C", "H", "C", "H", "N", "S"], "positions_angstrom": [[0.45, -1.20, 1.09], [4.29, 0.30, 1.43], [3.22, 0.37, 1.47], [-2.74, 0.41, -2.07], [2.77, 1.15, 2.08], [-0.24, -0.62, -2.91], [-2.06, -1.05, -0.15], [2.71, -1.32, 0.26], [-2.64, 1.84, -1.04], [-3.56, -0.22, 0.12], [2.42, -0.49, 0.88], [0.70, 0.24, 1.79], [0.43, -1.40, -2.04], [-2.49, -0.05, 0.02], [-2.00, 0.34, 0.91], [-2.26, 0.83, -1.20], [0.56, 0.15, 0.11], [0.96, -0.32, 0.96], [-0.52, 1.04, -1.70]], "charge": 1, "orbital_gap_ha": 0.349, "homo_ev": -12.911}

Model x:
{"formula": "C4H12NS2", "method": "wB97M-V/def2-TZVPD", "symbols": ["H", "C", "N", "H", "H", "C", "H", "H", "H", "H", "S", "C", "H", "H", "C", "H", "H", "S", "H"], "positions_angstrom": [[-3.08, -2.78, -2.07], [2.57, 2.42, 0.22], [1.65, 0.92, 2.08], [1.11, 0.11, 2.32], [2.47, 0.13, 0.27], [0.39, 1.00, -0.13], [0.48, 1.18, -1.26], [-3.13, -2.28, -0.41], [2.39, 0.91, 2.71], [-2.99, -1.01, -1.70], [-0.87, -1.74, -1.04], [-2.60, -1.97, -1.42], [1.08, 1.69, 2.45], [3.52, 2.54, 0.78], [1.85, 0.99, 0.55], [1.87, 3.23, 0.46], [-0.08, 1.94, 0.14], [-1.07, -0.08, 0.25], [2.62, 2.48, -0.88]], "charge": 1, "smiles": "CSSC[C@@H](C)[NH3+]", "orbital_gap_ha": 0.297, "homo_ev": -11.613}

Most favorable structure: model w. The second most favorable one is 0.458 eV above it.